Record 1
{"formula": "C4H11NO3", "method": "the ωB97M-V functional and the def2-TZVPD basis", "symbols": ["C", "C", "C", "C", "N", "O", "O", "O", "H", "H", "H", "H", "H", "H", "H", "H", "H", "H", "H"], "positions_angstrom": [[0.356, -0.539, -0.216], [0.153, 0.596, 0.569], [-1.777, 0.288, -0.142], [0.140, -1.934, 0.272], [0.453, 1.869, 0.111], [0.624, -0.329, -1.522], [2.221, -0.290, 0.854], [-2.020, 1.384, -0.930], [0.819, -1.163, -1.964], [2.848, 0.271, 0.379], [-1.538, 2.134, -0.532], [0.014, 0.454, 1.628], [0.677, 2.516, 0.853], [1.016, 1.875, -0.731], [-2.240, 0.310, 0.849], [-2.058, -0.611, -0.684], [-0.505, -2.495, -0.410], [-0.302, -1.934, 1.267], [1.120, -2.403, 0.348]], "forces_ev_per_angstrom": [[1.4, 0.1, -0.1], [-2.1, 0.3, -0.9], [0.6, 0.4, 0.8], [0.0, 0.1, 0.0], [-0.6, -0.5, 0.2], [-0.1, 0.0, 0.6], [0.1, -0.4, -0.4], [0.1, 0.1, 0.1], [0.0, 0.0, 0.1], [0.0, -0.2, 0.1], [0.0, -0.2, -0.2], [0.0, -0.1, -0.1], [0.4, -0.1, -0.4], [0.1, 0.3, 0.3], [-0.2, 0.0, -0.1], [0.3, -0.1, 0.0], [0.0, 0.1, 0.0], [0.0, 0.1, 0.0], [0.0, 0.0, 0.0]], "homo_energy_ev": -7.26, "max_force_ev_per_a": 2.31, "multiplicity": 1}

***

Record 2
{"formula": "C4H11NO3", "method": "the ωB97M-V functional and the def2-TZVPD basis", "symbols": ["C", "C", "C", "O", "N", "C", "O", "H", "H", "H", "H", "H", "H", "H", "H", "H", "O", "H", "H"], "positions_angstrom": [[-0.631, 1.957, -0.892], [0.559, 0.852, -0.929], [0.442, -0.109, 0.188], [0.908, 0.015, 1.328], [0.012, -1.453, 0.002], [-0.296, -2.296, -1.068], [0.890, -2.978, -1.443], [-0.593, 2.462, 0.103], [-0.545, 2.564, -1.764], [-1.599, 1.555, -1.097], [1.615, 1.426, -0.835], [0.377, 0.454, -1.962], [0.225, -1.984, 0.849], [-0.918, -3.244, -0.829], [-0.880, -1.794, -2.002], [1.634, -2.354, -1.644], [-0.639, 1.754, 4.277], [0.290, 1.311, 4.453], [-0.851, 1.861, 3.265]], "forces_ev_per_angstrom": [[1.7, -0.9, 1.4], [-0.3, 2.9, -1.3], [1.3, -3.6, 1.7], [-0.6, 1.7, -1.3], [-0.9, 1.3, 1.0], [-1.3, -1.3, -2.9], [1.3, 0.4, -1.1], [-0.2, 0.0, -1.1], [0.8, 1.2, -0.2], [-0.7, -1.0, 0.6], [-2.5, -1.5, -0.3], [0.8, -0.3, 1.1], [-0.1, 0.5, -0.3], [0.4, 2.0, 0.3], [1.6, -0.7, 2.2], [-1.2, -0.6, 0.3], [1.6, -0.7, -1.7], [-2.9, 1.4, -1.4], [1.4, -0.7, 3.0]], "homo_energy_ev": -9.86, "max_force_ev_per_a": 4.25, "multiplicity": 1, "smiles": "CCC(=O)NCO.O"}

***

Record 3
{"formula": "C4H11NO3", "method": "the ωB97M-V functional and the def2-TZVPD basis", "symbols": ["C", "N", "O", "C", "C", "C", "O", "O", "H", "H", "H", "H", "H", "H", "H", "H", "H", "H", "H"], "positions_angstrom": [[0.964, -2.332, 0.067], [0.922, -0.945, -0.404], [-0.044, -0.972, -1.484], [0.496, -0.003, 0.724], [-0.599, 1.019, 0.394], [-0.271, 2.037, -0.676], [-1.829, 0.386, 0.132], [-0.772, 1.715, 1.684], [1.615, -2.429, 0.942], [-0.035, -2.702, 0.333], [1.372, -2.982, -0.714], [0.521, -0.729, -2.244], [0.160, -0.602, 1.578], [1.408, 0.512, 1.046], [0.666, 2.556, -0.456], [-0.199, 1.574, -1.665], [-1.064, 2.792, -0.737], [-1.617, -0.388, -0.424], [-1.695, 1.493, 1.904]], "forces_ev_per_angstrom": [[0.1, -0.1, 0.0], [-0.1, 0.1, 0.7], [0.6, 0.3, -0.2], [0.4, -0.9, -0.9], [0.1, 0.4, 1.4], [0.1, 0.4, -0.3], [0.3, -0.5, -0.2], [-0.5, -0.6, -1.4], [-0.1, 0.3, -0.1], [0.0, 0.1, 0.0], [-0.1, 0.2, 0.1], [-0.6, -0.1, 0.5], [-0.2, 0.2, -0.2], [-0.2, 0.1, -0.1], [-0.1, -0.1, 0.0], [0.1, -0.1, 0.3], [0.1, -0.2, 0.2], [-0.3, 0.5, 0.1], [0.4, 0.2, 0.1]], "homo_energy_ev": -9.35, "max_force_ev_per_a": 1.61, "multiplicity": 1, "smiles": "CN(O)CC(C)(O)O"}

***

Record 4
{"formula": "C4H11NO3", "method": "the ωB97M-V functional and the def2-TZVPD basis", "symbols": ["O", "C", "C", "C", "C", "O", "N", "H", "H", "H", "H", "H", "H", "H", "H", "H", "H", "H", "O"], "positions_angstrom": [[0.944, 1.427, 1.405], [0.270, 0.471, 1.554], [-0.589, -0.132, 0.387], [0.269, -0.967, -0.587], [-0.457, -1.183, -1.916], [0.448, -2.200, 0.114], [-1.666, -0.926, 0.853], [0.194, 0.040, 2.580], [-1.069, 0.747, -0.072], [1.212, -0.459, -0.641], [-0.576, -2.256, -2.021], [0.161, -0.914, -2.753], [-1.423, -0.708, -1.998], [1.382, -2.458, 0.145], [-1.561, -1.934, 0.647], [-1.952, -0.831, 1.824], [1.328, 3.779, 0.855], [1.978, 4.298, -0.394], [1.108, 4.207, 0.016]], "forces_ev_per_angstrom": [[0.0, -0.3, -0.6], [0.2, 0.8, 1.6], [-1.2, -0.5, -0.8], [-0.7, 0.1, 0.6], [0.6, -0.6, 0.1], [0.3, -0.1, 0.0], [1.6, -1.2, 0.8], [-0.2, -0.4, -0.5], [0.5, 0.4, 0.0], [0.5, 0.3, -0.5], [-0.3, -0.2, 0.0], [0.2, 0.5, -0.4], [-0.2, 0.2, 0.0], [-0.3, 0.0, -0.1], [-0.2, 0.4, -0.2], [-0.7, 0.6, -0.1], [-0.2, 0.2, -0.1], [-0.2, 0.2, -0.1], [0.4, -0.3, 0.2]], "homo_energy_ev": [-14.02, -14.01], "s_squared": 0.757, "max_force_ev_per_a": 2.12, "multiplicity": 2, "total_charge": 1}

***

Energy above the lowest of the compared OMol25 structures with the same formula, charge and spin in kcal per mole, matching the order above: 118.94; 62.38; 70.12; 48.00